{"formula": "C4H7BrO", "method": "wB97M-V/def2-TZVPD", "elements": ["O", "H", "C", "C", "H", "Br", "C", "H", "H", "H", "H", "C", "H"], "xyz": [[-0.37567, 1.24176, -0.62052], [-1.01184, -2.35464, 0.07875], [1.01567, -2.57382, -0.31801], [-1.22996, 2.17263, -0.08542], [0.21529, 0.75970, 1.24817], [2.31596, 0.46327, -0.02134], [0.38614, 0.47540, 0.18956], [-0.98401, 2.51097, 0.96549], [0.99449, -3.68027, -0.38234], [-2.23400, 1.95914, -0.16615], [2.02383, -2.10996, -0.39528], [-0.07142, -1.98449, 0.13537], [-1.04449, 3.12031, -0.62828]], "atomic_forces_ev_per_a": [[1.6, -2.0, -0.9], [-3.0, -0.7, 0.4], [0.3, -0.5, 1.1], [2.0, 3.6, 1.5], [0.1, -0.6, -0.6], [-0.6, 0.3, -0.4], [-1.1, -1.6, 1.5], [-0.2, -1.0, -0.7], [0.0, 0.6, -0.3], [-2.2, -1.0, -0.2], [-0.9, -0.2, 0.0], [4.1, 3.6, -1.2], [-0.3, -0.4, -0.1]], "max_force_ev_per_a": 5.55, "e_lumo_ev": [0.10, 0.12], "de_lowest_kcal_mol": 119.0, "gap_ev": [8.5064, 8.4208]}